# 1
DFT (ωB97M-V/def2-TZVPD) results for 14 unconnected molecules or ions with the total composition C94H206N22O10P4 in a non-equilibrium geometry.

orbital gap: 0.2935 Ha
E_HOMO: -7.67 eV
strongest force on any atom: 4.066 eV Å⁻¹

CARTESIAN COORDINATES (ANGSTROEM)
1 C 14.28580 11.96354 14.62291
2 C 15.78221 11.94768 14.90528
3 C 16.52620 12.12646 13.57108
4 C 16.29255 13.48440 12.94153
5 C 16.72998 14.60156 13.92818
6 C 16.06677 14.54628 15.29305
7 N 16.13454 13.07258 15.78892
8 O 15.66588 12.87986 17.11736
9 C 16.90828 15.48436 16.25012
10 C 14.59202 15.03452 15.17328
11 C 16.24396 10.63592 15.54056
12 H 13.79529 12.09528 15.58735
13 H 13.94898 11.02662 14.17925
14 H 13.94365 12.68050 13.87659
15 H 17.60368 12.09308 13.73239
16 H 16.26985 11.37504 12.82425
17 H 15.25104 13.52166 12.62220
18 H 16.74312 13.68414 11.96932
19 H 16.40722 15.50030 13.40264
20 H 17.81730 14.55814 13.99099
21 H 16.33453 15.75938 17.13514
22 H 17.77069 14.91758 16.60102
23 H 17.27091 16.43014 15.84752
24 H 13.99202 14.76240 14.30491
25 H 14.04765 14.65890 16.03970
26 H 14.61174 16.12255 15.11097
27 H 15.68669 10.46696 16.46197
28 H 17.28495 10.65648 15.86309
29 H 15.99734 9.73288 14.98219
30 H 16.36333 12.39502 17.56467
31 C 14.37650 14.30050 24.78664
32 C 12.90916 14.79134 24.55938
33 C 11.90111 14.02448 25.50732
34 C 11.89737 14.48730 26.96117
35 C 11.44014 15.94922 26.92558
36 C 12.38290 16.83698 26.07208
37 N 12.63670 16.24696 24.71844
38 O 13.57189 17.08208 24.04844
39 C 11.69348 18.24960 25.87462
40 C 13.73390 16.96100 26.90565
41 C 12.57355 14.38068 23.11509
42 H 14.77734 14.70514 25.71599
43 H 14.93799 14.75246 23.96898
44 H 14.60869 13.24072 24.89175
45 H 10.91834 14.06842 25.03792
46 H 12.14148 12.97072 25.64854
47 H 12.86972 14.50146 27.45355
48 H 11.35595 13.86184 27.67093
49 H 11.41634 16.28522 27.96222
50 H 10.41817 16.04502 26.55885
51 H 11.17568 18.57246 26.77780
52 H 12.35616 19.00510 25.45251
53 H 10.88592 18.12783 25.15273
54 H 13.50092 17.37962 27.88472
55 H 14.20552 15.98658 27.03288
56 H 14.46707 17.60112 26.41494
57 H 11.59205 14.81416 22.92308
58 H 12.54580 13.30086 22.96912
59 H 13.29490 14.91802 22.49944
60 H 13.03615 17.51368 23.37888
61 C 21.68131 10.67304 13.34511
62 C 21.56050 11.62600 14.58451
63 C 22.64259 11.14322 15.59205
64 C 22.71021 12.15876 16.76302
65 C 23.15389 13.46468 16.12882
66 C 22.16286 14.07198 15.08950
67 N 21.74929 13.01316 14.11754
68 O 20.82106 13.47804 13.16409
69 C 20.93588 14.64286 15.82764
70 C 22.92996 15.20758 14.34123
71 C 20.14571 11.41350 15.16598
72 H 21.46617 9.66257 13.69257
73 H 22.71583 10.66264 13.00195
74 H 21.10097 10.92360 12.45712
75 H 22.31416 10.17560 15.97145
76 H 23.59732 10.94250 15.10593
77 H 23.35352 11.76100 17.54790
78 H 21.73353 12.20020 17.24520
79 H 24.14746 13.44118 15.68119
80 H 23.30397 14.29724 16.81615
81 H 20.39072 15.28316 15.13416
82 H 20.18576 13.92192 16.15270
83 H 21.22812 15.26530 16.67338
84 H 22.58712 15.30592 13.31124
85 H 22.86749 16.18192 14.82587
86 H 24.00881 15.08346 14.24751
87 H 19.93734 10.36194 15.36321
88 H 19.32989 11.61332 14.47127
89 H 19.89515 11.83294 16.14034
90 H 19.99204 13.64528 13.61836
91 C 22.22429 20.44539 12.01779
92 C 20.85962 19.65391 11.98564
93 C 21.29385 18.19552 12.02552
94 C 20.15659 17.15758 12.35726
95 C 19.62704 17.54688 13.69503
96 C 19.16604 19.00974 13.83762
97 N 20.22622 19.94584 13.31982
98 O 19.95426 21.31390 13.48033
99 C 17.76606 19.15358 13.11337
100 C 19.07440 19.30338 15.28039
101 C 19.93170 19.86180 10.78138
102 H 22.92628 19.98372 12.71218
103 H 22.06879 21.42776 12.46371
104 H 22.61051 20.69490 11.02952
105 H 21.68989 17.86536 11.06519
106 H 22.15448 18.05220 12.67888
107 H 20.56456 16.14690 12.34279
108 H 19.41337 17.19148 11.56067
109 H 20.41816 17.37858 14.42571
110 H 18.81189 16.88108 13.97849
111 H 16.97107 18.79350 13.76638
112 H 17.52204 20.17252 12.81286
113 H 17.65110 18.47252 12.27012
114 H 18.31536 18.64736 15.70652
115 H 20.02944 19.09909 15.76439
116 H 18.75295 20.32740 15.47058
117 H 19.30556 20.71641 11.03773
118 H 19.13641 19.13314 10.62436
119 H 20.44661 20.19362 9.87978
120 H 20.32212 21.44672 14.35706
121 C 21.74760 25.77852 19.28812
122 C 20.93829 25.90206 17.99505
123 C 21.96923 25.90764 16.85802
124 C 21.26081 25.77150 15.52152
125 C 20.41452 24.47734 15.52587
126 C 19.24718 24.53958 16.61877
127 N 19.97511 24.78722 17.90023
128 O 19.04475 24.89698 18.87988
129 C 18.08340 25.52138 16.27656
130 C 18.63298 23.10098 16.69853
131 C 20.27465 27.32382 18.14198
132 H 22.12215 24.75634 19.34246
133 H 21.26747 25.88130 20.26127
134 H 22.58641 26.45196 19.46412
135 H 22.58445 26.80600 16.90847
136 H 22.66510 25.07220 16.93506
137 H 22.05597 25.63210 14.78914
138 H 20.75399 26.69600 15.24485
139 H 21.11586 23.64790 15.61665
140 H 20.10256 24.35222 14.48899
141 H 17.88254 25.33342 15.22185
142 H 17.21900 25.17068 16.84041
143 H 18.27952 26.56196 16.53506
144 H 17.95372 22.98060 15.85461
145 H 19.39289 22.32172 16.64008
146 H 18.08795 22.83796 17.60510
147 H 19.21469 27.28162 18.39257
148 H 20.31639 27.93936 17.24338
149 H 20.76001 27.99274 18.85266
150 H 18.91943 23.98102 19.13855
151 C 18.58435 12.81686 18.80678
152 C 18.67484 11.48366 19.48840
153 C 19.62500 11.51250 20.65759
154 C 19.08409 12.15352 21.97209
155 C 17.76746 11.52840 22.42421
156 C 16.73007 11.38244 21.23488
157 N 17.32027 11.02028 19.91528
158 O 16.40721 10.65388 18.96299
159 C 15.67041 10.34456 21.72100
160 C 16.07471 12.71140 21.03290
161 C 19.23840 10.42449 18.49108
162 H 19.56314 13.27786 18.67431
163 H 17.99589 13.58274 19.31197
164 H 18.22075 12.65320 17.79233
165 H 20.01060 10.51528 20.86960
166 H 20.52782 12.05408 20.37524
167 H 18.93227 13.21326 21.76715
168 H 19.81029 11.98656 22.76760
169 H 17.38183 12.26424 23.12987
170 H 17.85742 10.64768 23.06007
171 H 16.03625 9.33091 21.55731
172 H 15.35976 10.35230 22.76577
173 H 14.71632 10.51296 21.22154
174 H 16.86518 13.46190 21.02913
175 H 15.50699 12.88062 20.11794
176 H 15.44996 12.99664 21.87932
177 H 18.80409 10.40264 17.49158
178 H 19.03436 9.41912 18.85943
179 H 20.32501 10.43504 18.57641
180 H 16.37497 9.70058 19.07159
181 N 13.61157 20.49304 15.34620
182 C 14.28943 21.63174 15.74234
183 C 15.31351 21.25822 16.49806
184 C 15.42108 19.91721 16.52862
185 C 14.25051 19.43986 15.92945
186 H 12.80880 20.50077 14.73333
187 H 13.95357 22.63372 15.51958
188 H 15.95648 21.96890 16.99601
189 H 16.14455 19.31470 17.05773
190 H 13.86147 18.43288 15.89774
191 N 24.77752 16.23970 18.57424
192 C 25.05304 17.03232 19.67732
193 C 25.54371 18.24376 19.22788
194 C 25.77323 18.13924 17.83644
195 C 25.13546 16.90218 17.44281
196 H 24.33223 15.33318 18.57997
197 H 24.77458 16.64654 20.64687
198 H 25.75172 19.10344 19.84763
199 H 26.35983 18.90092 17.34439
200 H 24.92451 16.54698 16.44495
201 N 22.79818 20.52617 18.01407
202 C 22.64004 21.70834 17.35794
203 C 22.75859 21.56144 15.99373
204 C 22.66427 20.18446 15.78881
205 C 22.69602 19.55810 17.03110
206 H 22.89408 20.34629 19.00329
207 H 22.66710 22.64018 17.90323
208 H 22.87263 22.38474 15.30410
209 H 22.64703 19.65704 14.84650
210 H 22.73366 18.49936 17.24103
211 N 22.14095 20.23642 22.19382
212 C 21.28076 21.22068 21.69396
213 C 22.09509 22.05646 20.94809
214 C 23.37788 21.54072 20.91861
215 C 23.41699 20.40526 21.70773
216 H 21.78186 19.58854 22.88039
217 H 20.20997 21.16176 21.82175
218 H 21.80711 22.99252 20.49285
219 H 24.23835 21.95326 20.41283
220 H 24.22632 19.73712 21.96260
221 O 13.18038 18.50832 21.26153
222 P 12.03389 18.45040 20.31746
223 N 10.39812 18.39112 21.03847
224 C 9.87400 19.60776 21.63107
225 C 10.23146 17.20858 21.90007
226 N 12.07971 17.00665 19.34702
227 C 10.95681 16.75754 18.38742
228 C 13.45176 16.44676 19.02301
229 N 11.90567 19.70470 19.10803
230 C 12.94128 20.69336 19.06669
231 C 10.63668 19.94358 18.40457
232 H 8.78661 19.63576 21.70105
233 H 10.18644 20.49556 21.08126
234 H 10.27892 19.81905 22.62077
235 H 10.49905 16.30410 21.35379
236 H 9.19178 17.18312 22.22643
237 H 10.89630 17.37108 22.74841
238 H 10.00386 17.07652 18.80961
239 H 11.09062 17.21140 17.40547
240 H 10.90016 15.67688 18.25684
241 H 13.91400 17.03680 18.23162
242 H 14.15503 16.23848 19.82932
243 H 13.21914 15.51764 18.50270
244 H 12.94947 21.30434 19.96932
245 H 13.95451 20.29768 18.99665
246 H 12.81709 21.39624 18.24291
247 H 10.85139 19.68988 17.36647
248 H 10.26714 20.96888 18.38730
249 H 9.83733 19.26651 18.70576
250 O 20.78089 13.15538 25.99989
251 P 20.40281 14.47626 26.59034
252 N 21.73912 15.28666 27.40636
253 C 21.67154 16.22220 28.47692
254 C 23.09204 15.36494 26.79511
255 N 19.11587 14.38278 27.71620
256 C 17.73291 14.28632 27.22991
257 C 19.22038 13.65314 28.94996
258 N 19.88350 15.63538 25.41922
259 C 19.33610 16.96938 25.73065
260 C 19.85192 15.29402 24.04686
261 H 20.75940 15.94994 29.00794
262 H 21.70344 17.24472 28.10072
263 H 22.48586 16.08134 29.18766
264 H 23.20503 14.66314 25.96880
265 H 23.78974 15.18000 27.61188
266 H 23.31397 16.38744 26.48961
267 H 16.91909 14.43286 27.94006
268 H 17.55332 15.11452 26.54440
269 H 17.76131 13.34760 26.67663
270 H 18.45523 14.01008 29.63934
271 H 19.10804 12.58846 28.74514
272 H 20.20362 13.70736 29.41730
273 H 18.83871 16.94130 26.70013
274 H 20.10781 17.73718 25.67530
275 H 18.65887 17.19234 24.90618
276 H 19.04160 14.58300 23.88584
277 H 20.68103 14.67946 23.69616
278 H 19.85367 16.11879 23.33422
279 O 15.85778 23.36954 25.38022
280 P 15.40277 22.29782 24.41117
281 N 13.76998 22.04802 24.27814
282 C 12.99537 22.07838 25.51183
283 C 13.11523 21.42746 23.13144
284 N 15.97697 20.70588 24.83939
285 C 16.36361 20.45724 26.23715
286 C 15.81507 19.50410 23.99065
287 N 16.06176 22.41616 22.81456
288 C 17.53744 22.22408 22.78002
289 C 15.47503 23.39828 21.82368
290 H 13.45619 22.80336 26.18277
291 H 12.98733 21.10736 26.00694
292 H 11.96603 22.31672 25.24398
293 H 13.82823 21.07724 22.38506
294 H 12.40185 22.15648 22.74713
295 H 12.50919 20.58864 23.47380
296 H 15.57319 20.54744 26.98227
297 H 16.77397 19.45028 26.31266
298 H 17.00511 21.26778 26.58300
299 H 14.88349 19.61398 23.43550
300 H 16.58126 19.34410 23.23206
301 H 15.63146 18.58556 24.54801
302 H 17.74692 21.16306 22.91593
303 H 17.94913 22.36446 21.78057
304 H 18.13806 22.83374 23.45504
305 H 15.85454 23.07714 20.85365
306 H 15.91570 24.38712 21.95063
307 H 14.40743 23.58220 21.94414
308 O 19.27278 18.59364 22.22976
309 P 18.82549 18.09282 20.88934
310 N 18.09407 19.27052 19.82979
311 C 16.76457 19.72854 20.19412
312 C 18.94137 20.31602 19.15734
313 N 17.62900 16.83716 20.90081
314 C 17.25037 16.21484 19.60494
315 C 16.77192 16.65116 22.11389
316 N 20.06865 17.39728 19.87096
317 C 20.01432 17.21700 18.39553
318 C 21.36441 17.01344 20.46623
319 H 16.15647 18.82694 20.26776
320 H 16.33315 20.41358 19.46427
321 H 16.70488 20.10756 21.21436
322 H 19.54151 20.76790 19.94711
323 H 18.33821 21.15200 18.80316
324 H 19.59311 19.92056 18.37828
325 H 16.85981 16.96450 18.91678
326 H 18.04805 15.76962 19.01031
327 H 16.57581 15.36858 19.73495
328 H 16.67558 15.57566 22.26263
329 H 17.25816 17.07177 22.99409
330 H 15.79572 17.09852 21.92675
331 H 19.04665 17.54832 18.01877
332 H 20.80963 17.79410 17.92380
333 H 20.09280 16.15374 18.16882
334 H 21.57205 17.32764 21.48910
335 H 22.27206 17.51237 20.12661
336 H 21.51647 15.94606 20.30605

---

# 2
DFT (ωB97M-V/def2-TZVPD) results for a molecular structure, C3H4O3Tl in a non-equilibrium geometry.

net charge: -1
orbital gap: 0.2433 Ha
E_HOMO: -3.35 eV
strongest force on any atom: 3.356 eV Å⁻¹

CARTESIAN COORDINATES (ANGSTROEM)
1 H 0.42858 1.25915 3.38997
2 H 1.30308 0.06592 1.36185
3 C 0.99276 1.12474 1.24410
4 C 0.79911 1.82538 2.39758
5 O -0.32734 4.49384 1.34590
6 C 0.35100 5.54946 1.32858
7 O -0.40342 6.62230 1.68705
8 Tl 0.88249 3.72200 -0.57289
9 O 1.12468 1.62651 0.05236
10 H 1.50995 2.61092 2.65815
11 H -0.29169 6.75045 2.63496

---

# 3
DFT (ωB97M-V/def2-TZVPD) results for a molecular structure, C7H6LuN2O4S in a non-equilibrium geometry.

net charge: +3
orbital gap: 0.2668 Ha
E_HOMO: -21.41 eV
strongest force on any atom: 6.796 eV Å⁻¹

CARTESIAN COORDINATES (ANGSTROEM)
1 O 2.48913 -1.75188 -1.94375
2 C 1.44047 -1.49130 -1.53189
3 Lu -0.74945 -1.00898 -0.65056
4 O 2.52581 -5.13487 0.48077
5 C 2.56194 -4.25744 1.21879
6 C -0.13973 -3.20177 -1.51751
7 O 0.29220 -4.19778 -1.91449
8 C -1.27618 -2.85919 0.69135
9 O -1.45695 -3.85051 1.25655
10 S 0.77706 -0.22992 1.46577
11 C 0.09102 1.20812 0.86382
12 N 0.52245 2.45471 0.96467
13 C -0.22492 3.42095 0.14728
14 C -1.38956 2.61370 -0.38005
15 N -1.07185 1.19934 0.05102
16 H 1.32276 2.67353 1.53767
17 H 0.42665 3.76594 -0.66024
18 H -0.51434 4.29554 0.73700
19 H -1.42838 2.63654 -1.46688
20 H -2.34732 2.91395 0.04648
21 H -1.85081 0.80132 0.60419

---

- Which value of orbital gap does entry 1 give?
  0.2935 Ha